Below is C3H2OS as an isolated structure, with properties calculated with ωB97M-V with the def2-TZVPD basis set.

Cartesian coordinates (Å):
C -0.407 -0.753 -0.054
C -2.047 0.555 0.076
H 0.226 1.249 0.147
H 0.334 -1.527 -0.206
S -2.201 -1.204 0.078
O -2.882 1.407 -0.123
C -0.600 0.603 -0.001

Values from the calculation:
- LUMO level: -0.3 eV
- Highest occupied orbital energy: -9.2 eV
- Kohn-Sham gap: 8.92 eV
- E: -588.8729 hartree
- ΔE to the lowest compared entry with this formula, charge and spin: 26.1 kJ/mol